No. 1
ORCA calculation (wB97M-V/def2-TZVPD) on 2 unconnected molecules or ions with the total composition C4H7NO at a distorted geometry.

The geometry in XYZ format:
```
13
Properties=species:S:1:pos:R:3
C -0.246 2.380 0.912
C 0.649 -1.577 -1.663
C 0.366 0.229 1.723
C -0.266 -1.398 -0.690
N 0.275 1.267 1.162
O -1.229 -0.448 -0.752
H -0.612 3.169 1.443
H 0.080 2.607 -0.076
H 1.321 -2.351 -1.631
H 0.628 -1.064 -2.638
H 1.200 -0.427 1.969
H -0.285 -1.898 0.258
H -1.882 -0.489 -0.018
```

Results
Energy above the lowest of the compared OMol25 structures with the same formula, charge and spin in kcal/mol: 126.3
Total energy in eV: -7794.1664
Highest occupied orbital energy in eV: -7.77



No. 2
ORCA calculation (wB97M-V/def2-TZVPD) on a molecular structure, C30H37Cl2N6P2SScSi at a distorted geometry.

The geometry in XYZ format:
```
80
Properties=species:S:1:pos:R:3
Sc 0.987 1.095 0.622
C 1.215 -3.485 2.329
P -0.077 -2.351 1.578
C -1.090 -1.843 3.019
C -1.230 -3.527 0.825
C -2.254 -4.240 1.422
C -3.119 -5.023 0.627
C -2.874 -5.133 -0.729
C -1.750 -4.526 -1.330
C -0.874 -3.762 -0.555
P 0.723 -3.168 -1.130
C 1.725 -4.742 -1.255
C 0.294 -2.438 -2.740
H 1.146 -4.517 1.877
H 1.091 -3.542 3.470
H 2.198 -3.064 2.114
H -1.320 -2.700 3.716
H -2.004 -1.475 2.578
H -0.651 -0.994 3.526
H -2.358 -4.162 2.518
H -3.941 -5.623 1.044
H -3.550 -5.752 -1.349
H -1.492 -4.732 -2.375
H 0.944 -5.560 -1.234
H 2.405 -4.820 -0.376
H 2.294 -4.771 -2.182
H 0.135 -3.168 -3.538
H 1.113 -1.747 -3.020
H -0.592 -1.813 -2.609
N 4.733 2.448 -0.671
C 5.132 1.137 -0.762
C 4.101 0.369 -0.309
N 3.046 1.161 -0.055
C 3.469 2.423 -0.219
C 2.593 3.539 0.090
N 1.350 3.353 0.604
C 0.859 4.570 0.895
C 1.812 5.524 0.631
N 2.916 4.869 0.095
H 5.268 3.262 -0.880
H 6.120 0.864 -1.088
H 3.936 -0.680 -0.185
H -0.115 4.641 1.382
H 1.837 6.594 0.716
H 3.747 5.271 -0.355
C -3.994 3.105 -3.735
Si -2.837 1.647 -3.917
C -3.765 0.252 -4.746
C -1.270 2.080 -4.838
C -2.412 1.144 -2.096
C -3.509 0.858 -1.329
C -3.428 0.740 0.054
C -2.233 0.989 0.672
N -1.090 1.094 -0.072
C -1.165 1.173 -1.432
S 0.318 1.309 -2.211
H -4.202 3.559 -4.740
H -3.568 3.929 -3.109
H -4.980 2.857 -3.327
H -3.437 0.118 -5.789
H -4.848 0.504 -4.750
H -3.692 -0.714 -4.230
H -1.553 2.396 -5.871
H -0.610 1.208 -4.915
H -0.709 2.888 -4.280
H -4.519 0.741 -1.751
H -4.335 0.547 0.622
H -2.089 1.105 1.731
Cl -0.572 2.859 4.069
C 1.003 2.231 4.426
C 1.854 2.874 5.336
C 3.067 2.244 5.714
C 3.337 0.934 5.274
C 2.516 0.224 4.416
Cl 2.826 -1.435 4.171
C 1.434 0.992 3.752
N 0.991 0.773 2.546
H 1.553 3.848 5.686
H 3.794 2.752 6.349
H 4.229 0.412 5.585
```

Results
Energy above the lowest of the compared OMol25 structures with the same formula, charge and spin in kcal/mol: 0.0
Total energy in eV: -123688.9718
Highest occupied orbital energy in eV: -5.60



No. 3
ORCA calculation (wB97M-V/def2-TZVPD) on 2 unconnected molecules or ions with the total composition C4H13NOS at a distorted geometry.

The geometry in XYZ format:
```
20
Properties=species:S:1:pos:R:3
C -0.334 -1.704 -0.096
N 0.496 -0.443 0.026
C 0.881 -0.013 1.357
C -0.203 0.933 1.894
S -0.238 2.529 1.006
C -1.875 -1.327 -0.014
H -0.029 -2.169 -1.070
H -0.013 -2.419 0.704
H 0.043 0.291 -0.500
H 1.828 0.526 1.396
H 0.973 -0.859 2.049
H -1.055 0.246 1.958
H 0.142 1.124 2.956
H -0.041 2.060 -0.240
H -2.090 -0.998 1.009
H -2.115 -0.566 -0.757
H -2.425 -2.186 -0.248
H 2.467 1.949 -4.363
H 1.936 1.154 -3.250
O 1.652 1.872 -3.817
```

Results
⟨S²⟩: 0.755
Energy above the lowest of the compared OMol25 structures with the same formula, charge and spin in kcal/mol: 32.2
2S+1: 2
Net charge: +1
Total energy in eV: -18722.2643
Highest occupied orbital energy (alpha / beta) in eV: -13.70 / -13.63



No. 4
ORCA calculation (wB97M-V/def2-TZVPD) on a molecular structure, C30H44AlClF9N3O4 at a distorted geometry.

The geometry in XYZ format:
```
92
Properties=species:S:1:pos:R:3
C 7.776 -1.957 2.867
C 7.021 -3.109 2.905
C 5.587 -3.157 2.510
O 4.802 -2.559 3.183
O 5.261 -3.920 1.457
C 3.909 -3.755 1.012
C 2.936 -4.675 1.724
C 1.523 -4.568 1.118
C 0.591 -3.929 2.161
C -0.803 -3.573 1.646
C -0.798 -2.531 0.508
N -1.375 -1.240 0.991
C -0.424 -0.447 1.785
C 0.346 0.630 1.001
C 1.843 0.465 1.233
O 2.613 1.339 0.447
O 3.244 2.244 1.371
C -0.048 0.708 -0.474
C 0.674 -0.233 -1.455
C 0.525 0.414 -2.816
C -0.200 -0.163 -3.850
C -0.318 0.489 -5.078
C 0.252 1.741 -5.297
C 0.120 2.507 -6.567
C 0.997 2.313 -4.261
C 1.141 1.646 -3.057
N -1.505 0.509 -0.686
C -2.292 1.779 -0.652
C -2.525 2.391 0.746
C -2.048 3.861 0.789
C -1.663 4.351 2.178
F -2.174 3.586 3.168
F -2.205 5.587 2.339
C -0.141 4.544 2.419
F 0.034 5.445 3.386
F 0.480 4.996 1.344
F 0.416 3.409 2.849
C -2.030 -0.516 0.021
N -3.267 -0.891 -0.259
C -3.985 -1.969 0.406
C -4.352 -1.677 1.875
C -5.763 -2.172 2.240
Cl -6.661 -0.909 3.125
H 8.137 -1.497 1.952
H 8.087 -1.515 3.811
H 7.507 -4.035 3.207
H 3.615 -2.706 1.057
H 3.912 -4.027 -0.043
H 2.929 -4.436 2.786
H 3.313 -5.692 1.617
H 1.150 -5.567 0.909
H 1.568 -3.947 0.221
H 0.459 -4.669 2.953
H 1.108 -3.086 2.625
H -1.323 -4.491 1.371
H -1.353 -3.135 2.480
H -1.363 -2.922 -0.333
H 0.227 -2.325 0.210
H 0.288 -1.100 2.282
H -0.991 0.033 2.583
H 0.078 1.585 1.452
H 2.088 0.531 2.290
H 2.120 -0.557 0.939
H 3.723 2.834 0.774
H 0.167 1.719 -0.798
H 1.738 -0.343 -1.256
H 0.217 -1.218 -1.517
H -0.679 -1.130 -3.733
H -0.876 0.048 -5.895
H -0.877 2.462 -6.999
H 0.805 2.151 -7.342
H 0.364 3.553 -6.407
H 1.459 3.284 -4.358
H 1.704 2.095 -2.243
H -1.792 2.457 -1.338
H -3.260 1.592 -1.111
H -2.128 1.787 1.557
H -3.603 2.416 0.888
H -2.879 4.485 0.470
H -1.261 4.046 0.062
H -3.752 -0.409 -0.999
H -4.893 -2.165 -0.158
H -3.427 -2.901 0.373
H -3.666 -2.250 2.495
H -4.253 -0.630 2.144
H -6.332 -2.475 1.365
H -5.731 -3.038 2.892
F -0.640 4.977 -3.889
Al -1.974 5.649 -4.721
F -3.224 5.947 -3.614
F -2.499 4.527 -5.883
F -1.504 7.082 -5.479
```

Results
Total energy in eV: -88063.1175
Highest occupied orbital energy in eV: -8.73



No. 5
ORCA calculation (wB97M-V/def2-TZVPD) on 10 unconnected molecules or ions with the total composition C7H32F2N15O7 at a distorted geometry.

The geometry in XYZ format:
```
63
Properties=species:S:1:pos:R:3
N 0.665 -0.624 -0.664
H -0.040 0.095 -0.573
H 1.536 -0.429 -0.149
H 0.871 -0.583 -1.691
H 0.207 -1.532 -0.513
F 1.341 -0.400 -3.366
F 3.211 -0.592 0.578
C -1.014 1.080 -3.275
O -2.076 1.700 -3.480
N 0.091 1.594 -2.638
N -0.794 -0.149 -3.782
H -0.093 2.510 -2.264
H 0.779 0.887 -2.328
H 0.068 -0.667 -3.672
H -1.462 -0.444 -4.471
C -2.265 -2.956 -0.428
O -1.198 -2.418 -0.150
N -2.496 -4.294 -0.469
N -3.363 -2.207 -0.681
H -3.380 -4.759 -0.418
H -1.682 -4.856 -0.276
H -3.165 -1.218 -0.769
H -4.262 -2.626 -0.550
C 2.012 -3.791 -0.861
O 1.784 -3.029 -1.786
N 1.596 -5.102 -0.825
N 2.655 -3.366 0.231
H 0.828 -5.340 -1.430
H 1.634 -5.725 -0.038
H 2.900 -2.368 0.221
H 3.063 -4.007 0.886
C -0.587 3.888 -0.223
O -0.451 4.738 -1.117
N -1.406 3.956 0.837
N 0.431 2.995 0.011
H -2.188 4.563 0.988
H -0.974 3.514 1.625
H 1.218 3.329 -0.533
H 0.570 2.591 0.918
C 0.459 -1.311 3.048
O -0.731 -1.517 3.328
N 1.032 -0.139 3.388
N 1.270 -2.229 2.488
H 1.976 0.172 3.243
H 0.448 0.502 3.897
H 2.245 -1.984 2.453
H 0.841 -2.897 1.875
C -2.832 1.324 -0.183
O -1.837 0.699 -0.524
N -3.570 1.180 0.944
N -3.434 2.153 -1.071
H -3.109 0.552 1.592
H -4.306 1.784 1.244
H -3.114 1.994 -2.029
H -4.267 2.652 -0.825
C 3.300 2.796 1.305
O 3.830 2.832 0.207
N 3.211 3.965 2.054
N 2.642 1.815 1.964
H 2.352 4.147 2.537
H 3.894 4.674 1.858
H 2.391 1.936 2.920
H 2.746 0.941 1.413
```

Results
Energy above the lowest of the compared OMol25 structures with the same formula, charge and spin in kcal/mol: 66.5
Net charge: -1
Total energy in eV: -49905.2195
Highest occupied orbital energy in eV: -4.94



No. 6
ORCA calculation (wB97M-V/def2-TZVPD) on a molecular structure, C38H30N4O5SiTi at a distorted geometry.

The geometry in XYZ format:
```
79
Properties=species:S:1:pos:R:3
Ti 0.673 -0.179 0.417
O -3.756 -3.324 0.323
C -4.210 -2.269 0.992
C -5.496 -2.385 1.570
C -6.048 -1.343 2.316
C -5.251 -0.236 2.601
C -3.886 -0.207 2.210
C -3.331 -1.188 1.389
C -1.907 -1.241 1.129
O -1.192 -0.167 1.188
N -1.393 -2.320 0.521
N -0.138 -2.016 0.041
C 0.523 -3.082 -0.401
C 1.854 -3.077 -0.986
C 2.370 -4.366 -1.314
C 3.571 -4.361 -2.013
C 4.150 -3.154 -2.388
C 3.716 -1.939 -1.936
C 2.498 -1.804 -1.312
O 1.943 -0.670 -1.012
H -2.731 -3.200 0.287
H -6.085 -3.244 1.260
H -6.995 -1.507 2.840
H -5.598 0.548 3.285
H -3.263 0.592 2.470
H 0.167 -4.099 -0.224
H 1.929 -5.295 -1.011
H 4.041 -5.289 -2.271
H 5.054 -3.141 -2.972
H 4.264 -1.056 -2.104
O 1.573 1.217 1.329
N 2.320 0.893 2.433
N 2.026 -0.348 2.815
O 1.324 -1.165 1.997
C 2.684 -0.974 3.867
C 3.610 -0.194 4.595
C 4.451 -0.881 5.493
C 4.451 -2.304 5.551
C 3.482 -3.012 4.809
C 2.558 -2.324 4.010
H 3.627 0.911 4.558
H 5.082 -0.299 6.128
H 5.176 -2.848 6.155
H 3.452 -4.108 4.887
H 1.838 -2.806 3.378
C -3.137 -0.263 -4.438
C -1.839 -0.657 -4.253
C -1.077 -0.071 -3.208
C -1.580 0.972 -2.505
C -2.964 1.316 -2.628
C -3.722 0.629 -3.589
Si -0.358 1.728 -1.232
C 1.000 2.460 -2.256
C 2.098 3.071 -1.657
C 3.129 3.566 -2.468
C 3.134 3.287 -3.845
C 2.000 2.834 -4.433
C 0.945 2.333 -3.672
C -1.090 3.079 -0.120
C -0.421 4.293 0.112
C -1.035 5.288 0.858
C -2.247 5.058 1.498
C -2.955 3.903 1.161
C -2.360 2.882 0.404
H -3.781 -0.782 -5.139
H -1.475 -1.493 -4.851
H -0.086 -0.501 -2.989
H -3.433 2.020 -1.928
H -4.795 0.856 -3.616
H 2.118 3.099 -0.559
H 4.012 4.062 -2.041
H 3.976 3.478 -4.528
H 1.873 2.938 -5.505
H 0.175 1.719 -4.165
H 0.610 4.529 -0.241
H -0.465 6.225 0.963
H -2.634 5.790 2.176
H -3.956 3.767 1.481
H -2.787 1.847 0.314
```

Results
⟨S²⟩: 2.074
Energy above the lowest of the compared OMol25 structures with the same formula, charge and spin in kcal/mol: 15.3
2S+1: 3
Net charge: -2
Total energy in eV: -87083.1022
Highest occupied orbital energy (alpha / beta) in eV: -0.16 / -1.18